Computed, not measured: 2 unconnected molecules or ions with the total composition C22H25BF3NO4, with ωB97M-V/def2-TZVPD.

The frontier orbital gap is 4.57 eV. The net charge is 0. Its energy above the lowest of the compared OMol25 structures with the same formula, charge and spin is 7.9 kcal per mole. For the energy, the calculation gives -41731.2292 eV. The value obtained for the HOMO energy is -7.54 eV.

CARTESIAN COORDINATES (ANGSTROEM)
C  3.67371  2.41080  -2.49992
O  2.35756  2.91119  -2.46641
C  1.43758  1.92144  -2.44281
C  0.06384  2.17496  -2.43917
C  -0.88317  1.12685  -2.41581
C  -2.22451  1.40872  -2.41991
C  -2.65891  2.72781  -2.44474
C  -1.74631  3.77330  -2.46902
C  -0.40135  3.50573  -2.46766
H  4.36357  3.25576  -2.52424
H  3.86272  1.81047  -1.60858
H  3.81380  1.80345  -3.39513
H  1.77974  0.89834  -2.42517
H  -0.53467  0.10957  -2.40088
H  -2.94355  0.60484  -2.41073
H  -3.71293  2.94379  -2.45195
H  -2.09184  4.79442  -2.49446
H  0.32265  4.30128  -2.49650
C  -2.60391  4.09397  2.50177
O  -3.01211  2.76154  2.34196
C  -1.99828  1.86197  1.98465
C  -0.67447  2.20448  1.76852
C  0.24186  1.20430  1.42640
C  -0.17568  -0.12399  1.30353
N  0.95161  -0.88531  0.97019
C  0.91366  -2.29366  0.76862
O  1.91687  -2.90100  0.46850
O  -0.30882  -2.87403  0.93548
C  -0.31572  -4.30368  0.71986
C  0.62473  -4.97519  1.72670
C  0.13273  -4.60313  -0.71466
C  -1.75788  -4.79083  0.93584
C  2.04841  -0.03673  0.88749
B  3.60286  -0.30499  0.54713
F  4.26040  0.91843  0.62980
F  4.11844  -1.19330  1.48491
F  3.69111  -0.80615  -0.74646
C  1.63667  1.22669  1.15884
C  -1.51015  -0.46914  1.51662
C  -2.39589  0.51098  1.84922
H  -3.48094  4.67873  2.78008
H  -1.86131  4.16087  3.29674
H  -2.20235  4.47280  1.56210
H  -0.33859  3.21764  1.86445
H  0.35241  -4.70267  2.74403
H  0.60254  -6.05878  1.63088
H  1.64669  -4.63755  1.56201
H  -0.48615  -4.06300  -1.42778
H  1.15967  -4.27140  -0.85877
H  0.08335  -5.66756  -0.93403
H  -2.43336  -4.29235  0.24314
H  -1.84516  -5.86612  0.78764
H  -2.09053  -4.55470  1.94489
H  2.27035  2.09595  1.16760
H  -1.80928  -1.49615  1.42058
H  -3.43169  0.28034  2.02461